Here is C28H46NOP2Pt as an isolated structure at a distorted geometry from the OMol25 dataset. Energies are from the ωB97M-V functional and the def2-TZVPD basis.

XYZ file:
```
79
Properties=species:S:1:pos:R:3
Pt 2.955 0.619 -0.087
C 0.509 1.703 3.166
C 1.778 1.459 2.573
C 0.863 3.268 1.535
C 0.003 2.875 2.581
C 2.013 2.368 1.523
C -0.043 1.039 4.362
H 0.294 0.010 4.517
H -1.138 1.055 4.341
H 0.277 1.647 5.217
C -1.089 3.693 3.175
H -1.465 3.238 4.106
H -1.920 3.830 2.465
H -0.703 4.690 3.452
C 0.738 4.574 0.847
H 0.306 5.360 1.503
H 0.049 4.458 -0.007
H 1.718 4.930 0.496
C 3.379 2.812 1.060
H 3.955 3.183 1.912
H 3.304 3.674 0.384
H 4.122 2.054 0.610
C 2.773 0.571 3.175
H 3.427 1.125 3.882
H 3.422 0.064 2.461
H 2.276 -0.198 3.778
C -1.698 -1.012 0.769
C -1.019 -1.673 1.711
C 0.371 -2.278 1.587
C 1.296 -2.121 0.320
C 1.509 -0.906 -0.497
C 0.694 -0.710 -1.787
C -0.834 -0.417 -1.641
C -1.662 -1.332 -0.717
H 0.281 -3.363 1.754
H 1.086 -2.995 -0.372
H 0.971 -1.918 2.431
H -1.294 -2.375 -0.777
H -2.276 -0.104 1.023
H -1.369 -1.619 2.729
H -2.706 -1.325 -1.089
H -0.879 0.627 -1.289
H 1.062 0.256 -2.212
H -1.304 -0.406 -2.625
H 2.307 -2.339 0.732
H 2.616 -0.964 -0.879
P -0.308 -3.747 -1.796
C -1.968 -4.449 -2.206
C 0.574 -5.318 -1.448
P 1.481 -1.828 -3.111
C 0.265 -3.175 -3.428
C 2.993 -2.679 -2.606
C 1.756 -1.147 -4.790
H -2.551 -3.784 -2.866
H -2.530 -4.639 -1.275
H -1.822 -5.424 -2.700
H 0.344 -6.011 -2.281
H 0.156 -5.737 -0.508
H 1.665 -5.156 -1.366
H 1.667 -1.966 -5.526
H 2.763 -0.697 -4.843
H 0.997 -0.380 -5.020
H -0.587 -2.782 -4.015
H 0.745 -4.018 -3.965
H 3.850 -2.052 -2.884
H 3.106 -3.643 -3.127
H 3.043 -2.845 -1.522
O -1.221 2.748 -0.943
N -2.475 2.846 -0.590
C -2.876 3.901 0.204
C -4.123 3.868 0.811
C -5.004 2.826 0.541
C -4.651 1.872 -0.410
C -3.386 1.899 -0.973
H -2.158 4.705 0.340
H -4.373 4.675 1.491
H -5.962 2.762 1.052
H -5.327 1.086 -0.734
H -3.039 1.162 -1.701
```

## Properties
<S²> = 8.768
frontier orbital gap (spin up / spin down) = 6.3 / 4.7 eV
relative energy (zero: lowest compared OMol25 entry of this formula, charge and spin) = 0.630 eV
total charge = +2
largest force on an atom = 2.71 eV/A
DFT total energy = -2025.542539 hartree
2S+1 = 6
HOMO level (spin up / spin down) = -0.3933 / -0.4745 Eh
M = 669.71 g/mol

Here is C28H47BeNOP2S as an isolated structure at a distorted geometry from the OMol25 dataset. Energies are from the ωB97M-V functional and the def2-TZVPD basis.

XYZ file:
```
81
Properties=species:S:1:pos:R:3
Be 0.004 0.136 -0.366
C 0.031 4.570 1.088
C 0.552 3.158 0.827
C 1.037 2.501 2.124
P -0.599 2.154 0.016
C -1.839 1.710 -1.623
C -2.582 0.375 -1.437
C -2.856 2.840 -1.811
C -1.624 1.593 1.336
C -2.539 2.453 1.948
C -3.188 2.063 3.118
C -2.918 0.816 3.680
C -2.014 -0.061 3.068
C -1.369 0.313 1.870
N -0.299 -0.322 1.268
C 0.474 -1.519 1.579
C 0.168 -2.513 2.538
C 1.117 -3.488 2.864
C 2.360 -3.504 2.234
C 2.671 -2.544 1.271
C 1.737 -1.540 0.950
P 2.115 -0.106 -0.133
C 3.977 0.018 -0.080
C 4.264 0.450 1.360
C 4.556 1.076 -1.028
C 2.173 -0.806 -2.108
C 1.151 -1.932 -2.319
C 1.864 0.339 -3.084
H 0.832 5.184 1.553
H -0.833 4.566 1.778
H -0.266 5.053 0.133
H 1.434 3.253 0.157
H 0.234 2.441 2.887
H 1.860 3.104 2.560
H 1.422 1.483 1.926
H -1.234 1.645 -2.553
H -3.227 0.403 -0.533
H -1.874 -0.470 -1.348
H -3.228 0.171 -2.317
H -3.495 2.946 -0.909
H -3.507 2.639 -2.689
H -2.324 3.799 -1.987
H -2.751 3.427 1.528
H -3.890 2.731 3.596
H -3.416 0.522 4.595
H -1.870 -0.993 3.557
H -0.776 -2.591 3.023
H 0.878 -4.248 3.597
H 3.080 -4.271 2.482
H 3.636 -2.593 0.798
H 4.511 -0.932 -0.289
H 3.778 1.424 1.577
H 5.356 0.561 1.517
H 3.897 -0.297 2.091
H 4.029 2.046 -0.903
H 4.496 0.745 -2.081
H 5.637 1.225 -0.817
H 3.175 -1.240 -2.333
H 0.121 -1.573 -2.116
H 1.375 -2.779 -1.638
H 1.196 -2.310 -3.363
H 0.843 0.727 -2.899
H 1.920 -0.020 -4.134
H 2.565 1.186 -2.974
C -0.232 -3.107 -2.851
C -1.409 -2.978 -1.904
S -1.315 -1.410 -0.980
O -0.130 -1.503 -0.064
C -2.802 -1.668 0.037
C -4.069 -1.338 -0.728
H -0.298 -4.044 -3.411
H 0.719 -3.104 -2.308
H -0.210 -2.282 -3.571
H -1.412 -3.807 -1.190
H -2.343 -2.995 -2.472
H -2.716 -0.997 0.898
H -2.816 -2.695 0.412
H -4.046 -0.312 -1.109
H -4.940 -1.437 -0.073
H -4.216 -2.009 -1.580
H 0.227 0.488 -1.731
```

## Properties
frontier orbital gap = 6.3 eV
total charge = 0
largest force on an atom = 18.58 eV/A
DFT total energy = -2319.770013 hartree
HOMO level = -0.2196 Eh
M = 516.72 g/mol

Here is C28H47BrHfN2OP2 as an isolated structure at a distorted geometry from the OMol25 dataset. Energies are from the ωB97M-V functional and the def2-TZVPD basis.

XYZ file:
```
82
Properties=species:S:1:pos:R:3
N 5.855 -5.611 -3.219
C 4.763 -6.197 -2.733
C 3.881 -5.557 -1.859
C 4.078 -4.193 -1.536
C 5.285 -3.612 -2.002
C 6.125 -4.364 -2.836
C 3.056 -3.423 -0.827
Hf 0.146 -0.860 -0.107
P -3.613 4.001 -1.306
C 2.907 -2.055 -0.911
C 1.679 -1.569 -1.593
C 1.617 -0.225 -2.033
C 0.487 0.207 -2.791
C -0.598 -0.624 -2.724
C -0.626 -1.971 -2.466
C 0.495 -2.428 -1.661
Br -2.125 0.257 -0.965
H 2.285 -4.013 -0.315
H 3.760 -1.356 -0.854
H 3.050 -6.128 -1.459
H 5.618 -2.615 -1.735
H 4.600 -7.224 -3.066
H 7.050 -3.923 -3.228
H 2.551 0.344 -2.015
H 0.558 -3.423 -1.193
H 0.493 1.167 -3.301
H -1.451 -2.654 -2.696
P 1.247 0.807 1.530
C -4.243 2.667 -2.410
C -5.000 3.334 -3.563
H -4.906 2.017 -1.821
H -3.400 2.046 -2.746
H -5.473 2.589 -4.205
H -5.792 3.987 -3.182
H -4.330 3.946 -4.177
C -1.808 4.090 -1.635
C -1.501 5.586 -1.789
H -1.584 3.520 -2.549
H -1.252 3.623 -0.813
H -0.506 5.750 -2.210
H -2.232 6.058 -2.459
H -1.567 6.108 -0.826
C -3.761 3.383 0.405
C -5.077 3.890 1.028
H -2.903 3.797 0.961
H -3.666 2.287 0.379
H -5.073 3.758 2.111
H -5.200 4.962 0.828
H -5.942 3.350 0.628
C 0.499 1.066 3.189
C 1.446 1.611 4.258
H 0.057 0.106 3.479
H -0.358 1.742 3.055
H 1.973 0.796 4.769
H 2.200 2.277 3.826
H 0.887 2.188 5.007
C 1.659 2.499 0.952
C 2.648 2.526 -0.209
H 2.053 3.104 1.781
H 0.699 2.950 0.649
H 3.676 2.336 0.111
H 2.397 1.771 -0.956
H 2.626 3.496 -0.718
C 2.820 -0.068 1.934
C 2.655 -1.271 2.878
H 3.525 0.680 2.336
H 3.255 -0.414 0.979
H 3.394 -2.041 2.623
H 2.850 -1.001 3.922
H 1.666 -1.763 2.832
C -1.584 -3.328 3.541
N -2.488 -2.986 2.419
C -3.946 -3.210 2.614
C -2.024 -2.370 1.363
O -0.768 -2.016 1.273
H -2.144 -3.982 4.213
H -1.274 -2.431 4.093
H -0.681 -3.840 3.182
H -4.493 -2.271 2.825
H -4.409 -3.678 1.729
H -4.087 -3.877 3.473
H -2.683 -2.106 0.524
```

## Properties
frontier orbital gap (spin up / spin down) = 2.6 / 2.6 eV
total charge = +4
largest force on an atom = 3.99 eV/A
DFT total energy = -4582.896149 hartree
HOMO level (spin up / spin down) = -0.6500 / -0.6390 Eh
M = 748.04 g/mol

Here is a 2-piece molecular cluster, C28H47BrN3O6P2 overall at a distorted geometry from the OMol25 dataset. Energies are from the ωB97M-V functional and the def2-TZVPD basis.

XYZ file:
```
87
Properties=species:S:1:pos:R:3
C 9.591 -1.355 0.797
C 8.302 -2.155 1.039
C 7.244 -2.027 -0.069
C 7.032 -0.619 -0.598
C 6.490 0.321 0.470
C 6.318 1.760 -0.014
C 5.346 1.935 -1.185
C 3.986 1.299 -0.947
C 3.096 1.348 -2.185
C 1.777 0.612 -1.942
C 0.648 0.984 -2.926
C -0.611 1.542 -2.246
C -1.903 0.957 -2.810
C -2.161 -0.441 -2.203
C -3.508 -0.576 -1.498
C -3.496 -1.463 -0.236
C -2.359 -1.093 0.681
C -1.246 -1.927 0.835
C -1.000 -3.277 0.225
C -1.170 -3.438 -1.262
N -0.192 -3.920 -1.891
N -0.249 -1.515 1.648
C -0.228 -0.365 2.340
Br 1.310 -0.097 3.357
C -1.301 0.519 2.248
P -1.379 2.118 3.177
O -0.244 2.373 4.072
C -2.364 0.121 1.402
C -3.525 1.069 1.274
O -3.371 2.173 0.938
O -4.782 0.573 1.513
P -5.301 0.263 3.026
O -6.607 -0.361 2.924
O -5.296 1.594 3.864
O -4.226 -0.676 3.709
H 10.453 -1.922 1.127
H 9.738 -1.164 -0.261
H 9.554 -0.409 1.328
H 8.580 -3.206 1.094
H 7.880 -1.911 2.009
H 7.522 -2.705 -0.872
H 6.302 -2.396 0.337
H 6.318 -0.661 -1.422
H 7.951 -0.201 -0.997
H 7.218 0.343 1.281
H 5.566 -0.069 0.894
H 6.000 2.360 0.838
H 7.298 2.128 -0.311
H 5.184 3.006 -1.284
H 5.822 1.556 -2.086
H 4.089 0.253 -0.667
H 3.498 1.858 -0.148
H 2.909 2.378 -2.485
H 3.649 0.869 -2.991
H 1.472 0.856 -0.923
H 1.995 -0.453 -1.987
H 0.403 0.099 -3.511
H 1.054 1.703 -3.630
H -0.526 1.332 -1.179
H -0.618 2.622 -2.366
H -1.761 0.836 -3.880
H -2.744 1.626 -2.654
H -2.125 -1.171 -3.008
H -1.326 -0.666 -1.543
H -3.853 0.412 -1.196
H -4.264 -0.961 -2.174
H -3.497 -2.524 -0.443
H -4.426 -1.286 0.286
H 0.045 -3.523 0.393
H -1.571 -4.036 0.760
H -2.093 -3.196 -1.771
H -0.422 -4.024 -2.877
H 0.564 -2.115 1.743
H -2.611 2.019 3.857
H -1.565 3.115 2.218
H -5.951 2.212 3.503
H -3.888 -0.264 4.519
N -8.146 0.918 0.535
C -9.134 -0.025 0.597
C -10.310 0.576 0.239
C -10.022 1.937 -0.052
C -8.678 2.118 0.137
H -7.182 0.755 0.751
H -8.915 -1.036 0.894
H -11.273 0.095 0.192
H -10.720 2.695 -0.364
H -8.059 2.991 0.023
```

## Properties
frontier orbital gap = 4.7 eV
total charge = +1
largest force on an atom = 2.88 eV/A
DFT total energy = -4967.401861 hartree
HOMO level = -0.3608 Eh
M = 663.55 g/mol

> Which of these has the lowest total charge?

C28H47BeNOP2S

> The highest M belongs to which entry?

C28H47BrHfN2OP2

> Which value of DFT total energy does entry 3 give?

-4582.896149 hartree

> The highest M belongs to which entry?

C28H47BrHfN2OP2